Entry 1:
The following is a quantum chemistry calculation of a molecular structure, C55H49BF7INO3 in a non-equilibrium geometry, from the OMol25 dataset.

Structure (XYZ):
```
117
C55H49BF7INO3 | the OMol25 dataset | ωB97M-V/def2-TZVPD
I 3.623 0.185 -2.683
F -3.530 -5.208 -3.667
F -5.573 -4.438 8.789
F -4.356 0.900 4.446
F 5.030 4.337 -4.724
F 2.932 7.885 2.869
F -3.487 -9.085 -1.635
F 0.971 -5.068 1.501
O 1.491 1.837 1.325
O 3.681 3.321 0.254
O -0.203 2.674 0.240
N 2.881 1.395 -1.220
C -1.502 -9.279 -0.379
C 0.513 2.996 -5.240
C 2.151 4.239 4.592
C -3.423 0.376 3.608
C -2.597 -1.467 2.333
C 4.624 5.739 -6.564
C 1.299 -4.303 2.567
C -0.413 -8.670 0.230
C -3.550 -0.935 3.193
C 2.661 5.553 2.643
C 0.879 2.056 0.251
C 0.883 3.527 -2.692
C 2.162 5.388 5.374
C 5.958 6.494 -4.704
C 4.800 6.966 -7.187
C -4.909 -0.924 6.767
C -5.477 -5.391 -4.974
C -0.270 -7.289 0.182
C -4.349 -1.119 8.023
C 5.561 7.954 -6.574
C 1.965 -2.744 4.739
C -5.355 -3.284 8.125
C 0.942 5.294 -4.398
C -1.412 0.632 2.341
C -5.915 -3.107 6.875
C -1.214 -6.515 -0.481
C 2.431 6.621 4.793
C 1.617 -4.077 4.923
C -2.299 -7.121 -1.099
C -1.529 -0.685 1.911
C 0.697 2.047 -2.387
C 1.099 4.551 -1.760
C -3.981 -7.264 -4.716
C -5.964 -7.482 -6.059
C -4.328 -5.953 -4.452
C 2.675 6.685 3.435
C 0.793 3.936 -4.062
C 1.648 -2.983 2.369
C 4.552 3.242 -2.143
C 0.566 -1.130 -1.010
C -5.693 -1.917 6.195
C 2.403 4.320 3.228
C 0.933 0.022 -1.066
C -2.430 -8.495 -1.038
C 5.204 5.519 -5.329
C 1.236 5.908 -2.100
C -6.297 -6.161 -5.787
C 1.276 -4.862 3.830
C -4.808 -8.034 -5.521
C 1.180 6.300 -3.443
C 1.978 -2.197 3.463
C -4.577 -2.304 8.711
C -2.370 1.167 3.192
C 6.141 7.716 -5.335
C 1.419 1.485 -1.137
B 3.638 2.630 -0.957
H 2.245 -1.157 3.318
H -3.039 -6.534 -1.627
H 1.944 3.278 5.047
H -4.156 -2.471 9.694
H 1.425 6.665 -1.328
H -0.577 1.240 2.015
H 4.022 3.267 -3.102
H -0.785 -1.101 1.245
H 1.610 -4.504 5.918
H -2.689 -2.492 1.994
H -1.635 -10.353 -0.345
H 4.041 4.954 -7.029
H 0.867 5.628 -5.446
H 5.701 8.910 -7.064
H 1.961 5.324 6.437
H -3.072 -7.674 -4.294
H -6.606 -8.083 -6.690
H 1.179 4.313 -0.694
H -3.734 -0.348 8.469
H 4.344 7.153 -8.152
H 2.852 5.635 1.580
H -6.517 -3.896 6.441
H 2.226 -2.132 5.593
H 0.942 1.372 -3.229
H -7.195 -5.730 -6.209
H -4.551 -9.064 -5.730
H 2.451 7.527 5.386
H 6.395 6.293 -3.734
H -4.735 -0.003 6.236
H -0.389 1.879 -2.217
H -6.133 -1.763 5.218
H 5.464 2.601 -2.170
H -5.724 -4.363 -4.744
H 1.311 7.338 -3.776
H 6.738 8.484 -4.858
H -2.301 2.193 3.532
H -1.105 -5.439 -0.515
H 0.653 1.926 -5.038
H 2.397 3.423 2.617
H 0.994 -5.900 3.953
H -0.523 3.186 -5.592
H 0.325 -9.274 0.744
H -4.385 -1.530 3.540
H 1.158 3.275 -6.099
H 4.180 2.850 0.931
H 4.923 4.238 -1.824
H 1.661 -2.573 1.366
H 0.573 -6.820 0.657
H 0.551 -2.194 -1.200
```

Values from the calculation:
**LUMO**: 1.9872 eV
**Total charge**: -1
**Frontier orbital gap**: 7.477 eV
**Multiplicity**: 1
**Calculated total energy**: -3427.3490 a.u.
**Strongest force on any atom**: 3.0 eV/Å
**HOMO level**: -0.202 Ha


Entry 2:
The following is a quantum chemistry calculation of a molecular structure, C55H50As2CoN4O4S in a non-equilibrium geometry, from the OMol25 dataset.

Structure (XYZ):
```
117
C55H50As2CoN4O4S | the OMol25 dataset | ωB97M-V/def2-TZVPD
As 3.282 -1.471 0.103
As -1.264 0.306 -0.313
Co 1.628 0.879 1.182
S 0.550 -2.618 -0.776
O 3.115 1.498 0.164
O 5.269 2.066 0.300
O 4.928 1.613 3.129
O 2.955 0.747 2.517
N -6.962 -1.346 5.001
N 0.209 1.367 0.073
N -4.717 -0.832 4.397
N 0.335 0.202 2.378
C -1.011 -1.956 -6.211
C 7.439 -1.933 0.976
C -4.953 2.480 -0.283
C -6.027 4.343 -1.601
C 3.860 -4.402 0.538
C -7.022 -0.168 5.659
C 4.213 1.693 0.784
C 0.156 -1.126 2.379
C 3.986 -2.141 -4.017
C -0.512 0.959 3.057
C 2.214 -6.120 0.201
C -0.932 -1.712 3.023
C 4.067 1.339 2.313
C -5.984 0.713 5.701
C 1.019 3.598 -0.344
C -2.474 1.406 4.412
C -4.030 0.692 1.159
C -3.362 -1.341 -1.849
C -1.057 3.326 0.829
C -2.726 1.649 -0.791
C -3.739 1.338 4.979
C 7.404 -2.179 2.337
C -2.136 -1.577 -3.989
C -1.194 4.698 0.882
C 6.270 -1.653 0.288
C -4.772 0.385 5.017
C -3.750 3.413 -2.095
C -4.899 3.390 -1.325
C -2.676 2.563 -1.849
C -1.652 0.471 3.741
C -1.851 -0.933 3.680
C -2.151 -1.076 -2.693
C -5.788 -1.577 4.422
C 5.050 -1.608 0.952
C 4.824 -1.099 -4.379
C 1.666 -3.813 -0.240
C -1.036 -1.411 -4.812
C 6.196 -2.131 3.013
C 3.535 -2.247 -2.713
C -0.237 5.533 0.325
C -1.063 -0.351 -2.195
C 0.055 2.726 0.205
C 2.968 -3.424 0.137
C -1.486 2.675 -2.754
C 3.497 -5.741 0.573
C 5.201 -0.165 -3.430
C 0.066 -0.752 -4.292
C 4.739 -0.262 -2.130
C 0.872 4.965 -0.285
C 0.071 -0.233 -3.004
C 1.311 -5.166 -0.213
C 3.916 -1.321 -1.750
C 5.034 -1.838 2.325
C 1.312 0.440 -2.525
C -3.893 1.625 -0.007
H 1.637 -0.012 -1.585
H -0.319 2.027 3.066
H -0.624 -1.211 -6.906
H -3.258 0.887 1.903
H 1.883 3.168 -0.828
H 1.632 5.598 -0.729
H -2.009 -2.249 -6.532
H -3.686 4.114 -2.920
H -6.062 1.655 6.228
H 2.848 -3.038 -2.443
H -5.706 -2.522 3.890
H 8.319 -2.402 2.867
H 8.383 -1.968 0.445
H 6.166 -2.336 4.076
H -6.894 4.101 -0.992
H -5.841 2.431 0.336
H -3.970 -2.129 -2.288
H -2.736 -1.344 4.139
H -1.047 -2.784 2.980
H 0.951 -0.641 -4.909
H 4.223 -6.478 0.894
H -3.003 -2.113 -4.361
H -4.034 2.267 5.466
H -1.538 3.587 -3.348
H -1.442 1.822 -3.430
H -5.723 5.362 -1.364
H -0.571 2.700 -2.170
H 5.171 -0.998 -5.400
H 1.141 1.495 -2.332
H -3.965 -0.437 -1.757
H 5.859 0.646 -3.711
H -0.342 6.609 0.373
H 4.869 -4.131 0.828
H 2.109 0.356 -3.262
H -6.313 4.313 -2.652
H 0.308 -5.441 -0.509
H -2.062 5.125 1.367
H 0.894 -1.713 1.851
H 4.086 -1.790 2.855
H -3.044 -1.655 -0.852
H -4.999 0.801 1.642
H -3.920 -0.344 0.839
H 6.321 -1.473 -0.778
H -2.026 2.396 4.479
H 3.668 -2.871 -4.751
H -1.798 2.693 1.302
H 5.014 0.503 -1.416
H -7.967 0.040 6.155
H 1.924 -7.164 0.220
H -0.365 -2.832 -6.259
```

Values from the calculation:
**LUMO (alpha / beta)**: 2.4639 / 2.4609 eV
**Total charge**: -2
**Frontier orbital gap (alpha / beta)**: 4.150 / 4.144 eV
**Multiplicity**: 2
**Calculated total energy**: -8898.4505 a.u.
**Strongest force on any atom**: 3.1 eV/Å
**HOMO level (alpha / beta)**: -0.062 / -0.062 Ha


Entry 3:
The following is a quantum chemistry calculation of 8 unconnected molecules or ions with the total composition C55H50F10NO3S in a non-equilibrium geometry, from the OMol25 dataset.

Structure (XYZ):
```
120
C55H50F10NO3S | the OMol25 dataset | ωB97M-V/def2-TZVPD
S -3.085 -3.975 -2.384
F -5.341 -1.789 0.824
F -1.314 2.616 -1.838
F -7.221 -4.066 5.871
F 3.928 3.441 0.114
F -5.564 1.007 -5.440
F -7.707 7.294 -1.017
F 10.006 -2.610 3.464
F -0.866 0.580 -0.679
F -0.380 2.682 0.372
F 8.350 2.329 -0.082
O 0.991 1.976 -1.579
O 1.937 -5.459 -1.754
O -0.431 -4.672 -1.691
N 2.559 -0.133 -3.322
C 9.027 3.034 -2.229
C -6.389 -6.642 8.285
C 1.581 -3.027 1.106
C -3.971 2.357 -4.343
C 8.689 3.389 -3.534
C -6.668 -5.161 6.409
C 0.944 -2.021 0.172
C 2.681 -1.245 -4.348
C 9.603 -2.112 2.288
C -5.364 -1.911 4.448
C -1.203 -3.643 -2.406
C 6.349 3.035 -3.023
C -6.620 6.512 -0.986
C 8.442 -2.394 0.200
C 1.611 -3.025 -2.463
C 3.251 3.070 4.156
C -6.232 5.928 0.215
C 6.688 2.669 -1.721
C -3.436 3.622 -6.775
C -5.231 -7.080 6.204
C 9.512 -0.286 0.724
C 2.205 -2.788 -3.972
C 1.040 -4.483 -1.921
C 2.232 2.768 3.249
C -4.223 -2.680 4.682
C 8.867 -2.914 1.422
C -3.013 3.368 -4.405
C -3.458 -3.147 3.611
C 9.927 -0.802 1.952
C -5.740 -1.604 3.141
C 1.953 1.055 -0.898
C -4.763 5.486 -2.120
C -4.647 1.982 -5.499
C -3.841 -2.849 2.303
C 8.024 2.675 -1.335
C 1.527 -1.760 -1.372
C 4.730 3.616 2.325
C -0.324 1.943 -0.917
C -5.523 -7.430 7.523
C -5.262 -1.973 -2.136
C -5.103 5.109 0.247
C -3.839 -2.482 -1.500
C 7.348 3.392 -3.929
C -5.898 6.296 -2.154
C 2.044 -0.277 -1.905
C 4.498 3.496 3.695
C -4.977 -2.079 2.080
C 2.461 2.900 1.879
C -2.749 4.002 -5.621
C -6.961 -5.499 7.726
C 3.708 3.320 1.430
C -4.368 4.891 -0.921
C 8.767 -1.082 -0.149
C -5.811 -5.943 5.642
C -4.386 2.603 -6.715
H -1.087 -2.551 -1.939
H 7.858 -3.010 -0.480
H -5.141 -1.017 -2.840
H -4.923 2.289 -7.604
H 5.696 3.938 1.950
H 5.289 3.734 4.403
H -5.829 -2.861 -2.688
H 1.541 0.793 0.168
H -3.486 4.256 -0.894
H 8.631 -3.934 1.705
H -2.005 4.794 -5.668
H 1.678 2.678 1.160
H -6.224 6.759 -3.080
H -2.474 3.664 -3.508
H -4.187 5.319 -3.027
H 8.439 -0.677 -1.104
H 3.103 -1.099 -5.455
H 2.253 -3.705 -4.698
H -5.603 -5.661 4.615
H -5.074 -8.319 7.961
H 3.072 2.972 5.224
H -3.857 -2.708 -0.352
H -7.630 -4.871 8.305
H -5.916 -1.587 -1.217
H 5.306 3.042 -3.331
H 9.466 3.664 -4.243
H 9.766 0.735 0.449
H -4.796 4.641 1.179
H 10.499 -0.196 2.646
H -3.231 4.119 -7.720
H -6.810 6.114 1.114
H 5.925 2.381 -1.006
H -6.619 -1.001 2.941
H 2.849 0.839 -3.631
H -3.061 -1.593 -1.675
H 1.339 -4.184 0.955
H -2.567 -3.742 3.795
H -3.927 -2.916 5.702
H 7.085 3.674 -4.946
H -5.960 -1.552 5.284
H 2.284 -2.751 2.000
H -0.922 -3.562 -3.540
H 2.981 1.644 -0.878
H -4.196 1.859 -3.405
H 1.263 2.433 3.610
H -4.553 -7.692 5.614
H 10.062 3.034 -1.902
H -3.264 -3.211 1.458
H -6.618 -6.919 9.311
H 0.007 -1.456 0.606
```

Values from the calculation:
**LUMO**: -5.3612 eV
**Total charge**: +1
**Frontier orbital gap**: 5.141 eV
**Multiplicity**: 1
**Calculated total energy**: -3802.2598 a.u.
**Strongest force on any atom**: 9.0 eV/Å
**HOMO level**: -0.386 Ha


Entry 4:
The following is a quantum chemistry calculation of a molecular structure, C55H50IInN3O4P in a non-equilibrium geometry, from the OMol25 dataset.

Structure (XYZ):
```
115
C55H50IInN3O4P | the OMol25 dataset | ωB97M-V/def2-TZVPD
I 2.953 -1.569 1.041
In 0.031 0.074 -0.247
P 2.177 1.894 1.547
O 0.480 -1.867 -0.587
O 0.160 2.108 -0.540
O -2.056 -0.122 -0.176
O -2.087 -3.676 3.830
N -0.309 -0.015 -2.718
N -0.127 -0.546 2.013
N -5.004 -1.877 0.728
C 3.484 1.704 2.837
C 0.444 7.028 -1.408
C -1.211 -2.221 -2.310
C -3.157 -2.735 3.875
C -1.573 -5.780 1.353
C 1.468 0.280 5.278
C -4.142 -1.169 0.045
C 0.462 4.827 -0.433
C -4.664 -2.333 1.956
C -0.019 -0.485 -5.433
C 1.004 -3.374 -2.372
C 2.210 -0.838 2.843
C -2.841 -0.829 0.566
C 4.450 2.058 5.029
C 1.701 -4.966 -4.049
C -3.446 -2.110 2.536
C 5.576 1.333 4.671
C 2.212 -2.711 -2.523
C 3.160 -3.165 -3.435
C -3.967 2.896 -0.970
C -2.593 2.799 -0.836
C -4.552 2.830 -2.230
C -0.073 -2.819 -1.438
C 4.625 0.975 2.493
C -2.365 2.560 -3.202
C 3.122 -0.748 3.892
C 0.565 0.179 4.236
C -0.213 -5.678 1.079
C 0.937 2.896 2.456
C 2.907 -4.291 -4.204
C -4.505 -0.746 -1.350
C -0.234 5.111 -2.694
C 0.371 0.722 -4.880
C -0.695 -1.186 -3.253
C -0.254 2.743 -1.734
C 0.209 0.926 -3.518
C -0.018 6.475 -2.596
C 5.661 0.791 3.394
C 3.413 2.240 4.120
C -3.746 2.653 -3.344
C -2.463 -4.944 0.698
C 0.618 2.231 -2.901
C 0.760 -4.512 -3.138
C 0.244 -4.755 0.153
C 3.079 3.101 0.486
C -2.488 -1.336 1.825
C -0.567 -1.448 -4.610
C 2.759 -0.205 5.112
C -1.200 -1.133 2.448
C 0.012 4.262 -1.614
C -0.641 -3.913 -0.518
C 0.902 -0.408 3.010
C -1.772 2.636 -1.949
C -1.998 -4.014 -0.228
C 0.678 6.197 -0.326
H -2.715 -3.363 -0.709
H -0.439 0.571 4.355
H -0.172 -5.053 -3.012
H 0.641 4.187 0.412
H -3.975 0.159 -1.644
H -2.136 2.860 0.144
H 6.533 0.219 3.102
H -5.626 2.907 -2.340
H -5.420 -2.911 2.475
H -4.586 3.024 -0.091
H 3.643 -4.645 -4.914
H -1.718 -3.014 -2.860
H 4.374 2.488 6.020
H 1.290 3.904 2.683
H 3.483 -0.145 5.914
H 0.614 8.094 -1.329
H 2.515 3.323 -0.418
H -3.527 -5.012 0.899
H 4.026 2.641 0.209
H 4.131 -1.103 3.737
H 2.546 2.806 4.433
H -1.128 -1.573 3.437
H 0.103 -0.671 -6.493
H 1.033 6.611 0.611
H -4.188 2.591 -4.330
H 1.618 2.124 -2.468
H -0.221 7.109 -3.450
H -5.580 -0.589 -1.413
H 0.493 -6.320 1.591
H -1.760 2.433 -4.093
H -4.241 -1.535 -2.061
H -0.626 4.712 -3.623
H 2.404 -1.834 -1.919
H 1.306 -4.668 -0.045
H -2.856 -1.990 4.613
H 0.028 2.945 1.861
H 0.704 2.381 3.387
H 0.706 2.973 -3.692
H 6.381 1.190 5.381
H 1.498 -5.854 -4.636
H 4.698 0.532 1.505
H -1.933 -6.512 2.066
H -1.916 -1.740 -1.642
H -2.255 -4.295 3.109
H 4.101 -2.638 -3.541
H -4.075 -3.200 4.243
H 1.169 0.748 6.206
H -0.875 -2.410 -4.996
H 0.786 1.511 -5.492
H 3.286 4.025 1.030
```

Values from the calculation:
**LUMO**: -0.2194 eV
**Total charge**: 0
**Frontier orbital gap**: 7.711 eV
**Multiplicity**: 1
**Calculated total energy**: -3420.3253 a.u.
**Strongest force on any atom**: 1.0 eV/Å
**HOMO level**: -0.291 Ha